Molecular formula: C42H27F5N2O9TeZr
Method: DFT, wB97M-V/def2-TZVPD

Properties
* electronic energy: -87566.5049 eV

```
87
C42H27F5N2O9TeZr wB97M-V/def2-TZVPD
Zr 0.798 -0.865 -0.720
O 1.833 -6.028 -4.101
C 1.600 -4.876 -3.448
C 1.923 -3.631 -3.993
C 1.645 -2.516 -3.237
N 1.097 -2.627 -2.036
C 0.706 -3.801 -1.536
C 0.952 -4.969 -2.210
C -0.194 -3.580 -0.318
O -0.416 -4.430 0.507
O -0.679 -2.363 -0.352
C 1.667 -1.062 -3.684
O 1.861 -0.753 -4.832
O 1.315 -0.274 -2.699
H 2.244 -5.853 -4.955
H 2.344 -3.525 -4.984
H 0.634 -5.925 -1.820
O -0.206 -1.017 1.850
C 0.982 -0.980 2.676
C 2.166 -1.044 1.676
O 3.207 -0.470 1.827
O 1.864 -1.849 0.643
C 1.055 -2.216 3.563
C -0.105 -2.875 3.950
C -0.039 -3.982 4.783
C 1.187 -4.434 5.245
C 2.348 -3.774 4.866
C 2.284 -2.671 4.030
C 0.899 0.313 3.471
C 0.926 1.534 2.800
C 0.724 2.720 3.487
C 0.502 2.705 4.859
C 0.496 1.496 5.535
C 0.694 0.305 4.845
H -0.420 -1.948 1.675
H -1.071 -2.526 3.605
H -0.950 -4.491 5.070
H 1.239 -5.299 5.893
H 3.310 -4.122 5.220
H 3.194 -2.158 3.742
H 1.123 1.566 1.738
H 0.753 3.659 2.949
H 0.344 3.631 5.396
H 0.340 1.473 6.606
H 0.684 -0.629 5.390
N -0.971 0.610 -0.291
C -1.734 1.086 0.420
C -2.686 1.677 1.311
C -3.590 2.623 0.835
C -4.478 3.205 1.724
C -4.453 2.847 3.066
C -3.543 1.906 3.531
C -2.650 1.313 2.656
H -3.592 2.893 -0.213
H -5.188 3.938 1.368
H -5.145 3.311 3.756
H -3.525 1.637 4.578
H -1.914 0.594 2.992
C -0.950 1.397 -3.587
Te -1.543 -0.611 -3.151
C -3.522 0.214 -3.110
C -3.441 1.570 -3.760
C -4.594 2.255 -4.137
C -4.508 3.505 -4.726
C -3.263 4.085 -4.941
C -2.113 3.408 -4.570
C -2.192 2.148 -3.981
H -0.207 1.370 -4.381
H -0.482 1.814 -2.696
H -3.855 0.286 -2.073
H -4.209 -0.446 -3.638
H -5.564 1.801 -3.972
H -5.409 4.025 -5.025
H -3.190 5.057 -5.411
H -1.141 3.853 -4.742
F 6.093 2.517 -3.159
C 5.027 2.131 -2.455
C 4.788 0.787 -2.226
F 5.609 -0.138 -2.723
C 3.686 0.419 -1.489
F 3.423 -0.900 -1.303
C 2.765 1.331 -0.982
O 1.658 0.930 -0.357
C 3.037 2.672 -1.224
F 2.193 3.605 -0.767
C 4.145 3.070 -1.951
F 4.364 4.367 -2.171
```

Partial atomic charges computed with the Löwdin method, in multiples of e: 1.814 0.100 -0.261 0.095 -0.161 -0.002 -0.132 0.106 -0.567 0.117 -0.251 -0.596 0.114 -0.296 0.122 0.139 0.143 -0.054 -0.295 -0.531 0.152 -0.187 -0.163 -0.024 -0.065 -0.082 -0.064 -0.007 -0.128 -0.020 -0.065 -0.087 -0.075 -0.011 0.078 0.124 0.106 0.102 0.106 0.124 0.098 0.108 0.101 0.102 0.115 0.092 -0.056 -0.192 -0.017 -0.064 -0.062 -0.052 -0.006 0.121 0.110 0.109 0.112 0.110 -0.388 1.439 -0.420 -0.294 -0.048 -0.089 -0.085 -0.037 -0.277 0.063 0.052 0.049 0.051 0.113 0.101 0.102 0.117 0.123 -0.138 -0.132 0.130 -0.133 0.074 -0.246 -0.250 -0.127 0.114 -0.135 0.124

=====

Molecular formula: C26H67AsF6N6O4
Method: DFT, wB97M-V/def2-TZVPD

Properties
* multiplicity: 2
* charge: +5
* electronic energy: -122268.0202 eV

```
110
C26H67AsF6N6O4 wB97M-V/def2-TZVPD
As 11.072 8.642 -12.120
F 12.186 9.950 -11.700
F 12.323 7.459 -11.636
F 9.951 7.321 -12.635
F 9.987 10.037 -12.542
F 11.696 8.460 -13.752
F 10.312 8.748 -10.454
C 15.656 2.958 -15.088
C 15.292 4.469 -15.220
N 13.930 4.673 -14.979
C 13.240 4.525 -13.763
C 12.023 5.141 -13.875
N 11.809 5.482 -15.187
C 12.993 5.266 -15.824
C 10.555 6.045 -15.704
H 15.112 2.253 -15.717
H 15.354 2.621 -14.096
H 16.729 2.768 -15.116
H 15.551 4.791 -16.229
H 15.893 5.115 -14.581
H 13.727 4.062 -12.918
H 11.266 5.379 -13.142
H 13.052 5.298 -16.902
H 9.806 5.679 -15.002
H 10.451 5.686 -16.728
H 10.610 7.124 -15.853
C 13.183 11.427 -16.064
N 11.686 11.591 -16.463
C 11.329 10.409 -17.313
C 10.791 11.574 -15.173
C 11.554 12.796 -17.451
C 10.029 13.218 -17.700
O 10.093 14.386 -18.540
H 13.290 12.337 -15.474
H 13.857 11.525 -16.915
H 13.388 10.552 -15.448
H 12.070 10.265 -18.099
H 10.376 10.607 -17.806
H 11.215 9.472 -16.768
H 11.298 10.990 -14.405
H 9.804 11.326 -15.563
H 10.641 12.635 -14.972
H 12.084 12.477 -18.348
H 12.115 13.597 -16.970
H 9.524 13.503 -16.776
H 9.452 12.523 -18.311
H 10.349 14.088 -19.416
C 17.657 9.686 -12.080
N 16.265 9.163 -12.559
C 15.597 10.122 -13.532
C 16.677 7.913 -13.305
C 15.379 8.907 -11.347
C 15.234 7.443 -10.751
O 16.554 7.054 -10.308
H 18.281 8.885 -11.683
H 17.435 10.453 -11.339
H 18.237 10.196 -12.849
H 15.055 10.965 -13.103
H 14.930 9.508 -14.137
H 16.355 10.481 -14.229
H 17.526 8.035 -13.978
H 15.803 7.511 -13.816
H 17.049 7.193 -12.576
H 14.391 9.133 -11.748
H 15.473 9.699 -10.604
H 14.908 6.740 -11.518
H 14.539 7.329 -9.919
H 16.526 6.108 -10.143
C 9.505 13.818 -7.999
N 10.348 12.567 -7.669
C 10.753 11.725 -8.888
C 11.704 13.011 -6.898
C 9.527 11.677 -6.625
C 9.441 12.143 -5.143
O 8.774 13.426 -4.920
H 8.721 14.099 -7.296
H 9.077 13.589 -8.975
H 10.070 14.742 -8.124
H 11.436 11.002 -8.440
H 11.258 12.325 -9.645
H 9.848 11.215 -9.215
H 12.382 13.498 -7.598
H 12.255 12.190 -6.439
H 11.374 13.712 -6.131
H 10.002 10.696 -6.620
H 8.510 11.494 -6.969
H 10.357 12.068 -4.556
H 8.737 11.486 -4.632
H 8.940 13.777 -4.043
C 8.643 4.889 -8.175
N 7.626 5.885 -8.892
C 7.715 5.345 -10.326
C 6.202 5.781 -8.169
C 8.230 7.334 -8.834
C 7.668 8.310 -9.914
O 6.342 8.486 -9.727
H 9.425 4.620 -8.884
H 8.263 3.885 -7.987
H 8.999 5.444 -7.307
H 7.529 4.271 -10.362
H 8.709 5.504 -10.744
H 7.085 5.851 -11.058
H 6.337 5.925 -7.097
H 5.854 4.756 -8.293
H 5.448 6.484 -8.525
H 9.292 7.115 -8.941
H 8.188 7.693 -7.805
H 7.789 7.938 -10.931
H 8.112 9.305 -9.890
H 6.359 9.135 -9.019
```

Löwdin population analysis, charges in e, atoms 1 to 99: 0.932 -0.270 -0.275 -0.284 -0.270 -0.290 -0.271 -0.003 -0.162 0.017 0.186 0.133 -0.008 0.183 0.077 0.105 0.077 0.111 0.151 0.132 0.180 0.152 0.203 0.126 0.128 0.101 0.017 -0.327 -0.029 0.057 -0.043 -0.179 -0.029 0.108 0.116 0.071 0.113 0.103 0.083 0.070 0.111 0.108 0.135 0.138 0.123 0.123 0.101 0.051 -0.297 0.014 -0.015 -0.064 -0.187 -0.059 0.118 0.113 0.116 0.120 0.076 0.117 0.127 0.081 0.097 0.080 0.147 0.082 0.129 0.102 0.028 -0.276 -0.001 0.052 -0.071 -0.196 -0.064 0.102 0.098 0.110 0.095 0.110 0.085 0.102 0.103 0.103 0.120 0.129 0.123 0.129 0.106 0.028 -0.253 -0.015 0.072 -0.069 -0.295 -0.013 0.087 0.114 0.107

=====

Molecular formula: C2H7O5S
Method: DFT, wB97M-V/def2-TZVPD

Properties
* multiplicity: 4
* electronic energy: -23250.2372 eV

```
15
C2H7O5S wB97M-V/def2-TZVPD
O 2.419 1.266 2.096
O 2.803 2.044 1.213
H 1.173 -0.183 1.029
O 1.121 -0.109 0.036
S -0.286 -0.838 -0.445
C -1.521 0.333 0.136
C -0.151 -0.309 -2.148
O -0.142 -2.123 2.261
O 0.317 -1.005 2.550
H -1.713 0.159 1.197
H -1.201 1.366 -0.030
H -2.436 0.101 -0.419
H 0.654 -0.896 -2.613
H -1.096 -0.571 -2.642
H 0.057 0.765 -2.220
```

Partial atomic charges computed with the natural (NBO) method, in multiples of e: 0.001 -0.019 0.522 -0.856 1.256 -0.804 -0.805 -0.394 -0.451 0.295 0.250 0.240 0.263 0.246 0.254

=====

Molecular formula: C31H65Cl2F3N10O7S
Method: DFT, wB97M-V/def2-TZVPD

Properties
* charge: +4
* electronic energy: -106435.2174 eV

```
119
C31H65Cl2F3N10O7S wB97M-V/def2-TZVPD
C -3.263 4.758 -2.243
C -4.544 4.012 -2.205
O -5.506 4.261 -2.825
N -4.658 2.906 -1.156
H -3.789 2.968 -0.569
H -5.408 3.100 -0.488
C -4.690 1.552 -1.750
H -3.411 5.635 -2.867
H -2.437 4.155 -2.609
H -3.009 5.129 -1.244
H -3.840 1.498 -2.427
H -5.621 1.397 -2.283
H -4.554 0.854 -0.929
C 4.565 -0.679 4.578
C 5.065 -0.150 5.886
O 6.092 -0.371 6.395
N 4.113 0.892 6.475
H 4.660 1.729 6.697
H 3.502 1.128 5.678
C 3.289 0.339 7.575
H 4.003 0.063 4.002
H 3.970 -1.589 4.673
H 5.388 -0.962 3.920
H 2.937 -0.655 7.315
H 2.462 1.004 7.789
H 3.950 0.237 8.432
C 1.411 0.152 1.125
C 0.312 -0.787 0.798
O 0.253 -1.932 1.092
N -0.620 -0.269 -0.241
H -1.129 0.545 0.197
H -0.087 0.138 -1.070
C -1.523 -1.282 -0.816
H 2.104 0.316 0.301
H 1.851 -0.103 2.088
H 0.983 1.143 1.342
H -1.016 -1.892 -1.551
H -2.311 -0.734 -1.330
H -1.994 -1.860 -0.027
C -4.272 0.750 2.998
C -3.187 -0.199 3.393
O -2.692 -1.034 2.725
N -2.770 -0.088 4.842
H -3.152 0.765 5.260
H -3.198 -0.885 5.330
C -1.271 -0.145 5.103
H -5.126 0.517 3.642
H -4.446 0.535 1.948
H -4.003 1.806 3.042
H -0.785 0.481 4.361
H -0.945 -1.181 5.121
H -1.146 0.169 6.136
C 1.156 3.961 -0.347
C 0.089 4.292 -1.393
N -0.355 5.684 -1.240
C -1.312 6.159 -0.367
C -1.255 7.505 -0.397
N -0.267 7.851 -1.293
C 0.188 6.731 -1.839
C 0.028 9.175 -1.798
H 1.792 3.172 -0.762
H 0.772 3.564 0.593
H 1.821 4.806 -0.181
H -0.778 3.642 -1.441
H 0.645 4.229 -2.329
H -1.871 5.498 0.275
H -1.875 8.211 0.127
H 0.929 6.688 -2.620
H -0.811 9.855 -1.754
H 0.543 9.114 -2.754
H 0.842 9.603 -1.201
C -4.489 -2.644 -4.036
C -4.296 -4.119 -3.790
N -3.309 -4.361 -2.707
C -1.946 -4.346 -2.845
C -1.414 -4.562 -1.625
N -2.465 -4.777 -0.770
C -3.594 -4.612 -1.445
C -2.412 -5.210 0.631
H -5.381 -2.433 -4.623
H -3.662 -2.217 -4.608
H -4.531 -2.046 -3.122
H -3.950 -4.650 -4.673
H -5.200 -4.602 -3.420
H -1.456 -4.259 -3.800
H -0.401 -4.587 -1.269
H -4.578 -4.766 -1.033
H -1.431 -5.014 1.042
H -2.757 -6.234 0.752
H -3.168 -4.619 1.151
C 7.168 -5.130 -3.555
C 6.136 -5.746 -2.638
N 5.723 -4.838 -1.536
C 6.572 -4.146 -0.710
C 5.793 -3.406 0.105
N 4.484 -3.713 -0.179
C 4.481 -4.611 -1.167
C 3.335 -3.213 0.587
H 6.832 -4.126 -3.818
H 7.209 -5.724 -4.464
H 8.161 -5.064 -3.121
H 6.410 -6.686 -2.148
H 5.231 -6.053 -3.165
H 7.641 -4.264 -0.717
H 6.036 -2.721 0.897
H 3.583 -5.073 -1.535
H 3.627 -2.312 1.121
H 3.062 -3.961 1.329
H 2.514 -2.931 -0.064
Cl 1.530 1.789 4.289
Cl -2.128 2.494 0.855
C -0.575 -0.504 -4.417
F 0.591 -0.821 -4.976
F -1.459 -0.237 -5.345
F -0.939 -1.598 -3.694
S -0.368 0.977 -3.327
O 0.680 0.594 -2.376
O 0.005 2.019 -4.230
O -1.676 1.185 -2.723
```

Löwdin population analysis, charges in e, atoms 1 to 99: 0.032 -0.393 0.220 0.053 -0.003 0.187 -0.005 0.120 0.093 0.056 0.074 0.112 0.084 0.008 -0.405 0.225 0.068 0.198 0.017 0.014 0.050 0.102 0.096 0.106 0.104 0.114 -0.004 -0.422 0.127 0.050 0.028 0.078 -0.030 0.108 0.045 0.057 0.071 0.084 0.085 -0.004 -0.420 0.164 0.093 0.182 0.194 0.002 0.114 0.074 0.073 0.012 0.103 0.105 -0.051 -0.170 -0.035 -0.050 0.019 -0.069 -0.009 0.028 0.078 0.049 0.089 0.060 0.127 0.110 0.148 0.181 0.111 0.108 0.114 -0.052 -0.125 -0.028 -0.008 -0.021 -0.080 -0.020 0.039 0.096 0.075 0.074 0.141 0.133 0.149 0.137 0.181 0.099 0.112 0.101 -0.049 -0.150 -0.036 0.020 0.001 -0.083 -0.017 0.022 0.092

=====

Molecular formula: BrCo
Method: DFT, wB97M-V/def2-TZVPD

Properties
* multiplicity: 4
* charge: +1
* electronic energy: -107657.6044 eV

```
2
BrCo wB97M-V/def2-TZVPD
Co -1.668 -0.473 -0.811
Br 1.668 0.473 0.811
```

Partial atomic charges computed with the natural (NBO) method, in multiples of e: 0.998 0.002

=====

Molecular formula: C4H9ClO3S
Method: DFT, wB97M-V/def2-TZVPD

Properties
* SMILES: CCS(=O)(=O)OCCCl
* electronic energy: -33792.2024 eV

```
18
C4H9ClO3S wB97M-V/def2-TZVPD
C 0.609 2.086 0.266
C 1.512 1.136 -0.643
S 1.647 -0.456 0.003
O 1.519 -0.445 1.506
O 2.553 -1.266 -0.780
O 0.183 -0.838 -0.515
C -0.907 -1.460 0.421
C -2.315 -1.284 -0.184
Cl -2.982 0.411 -0.108
H 0.628 1.673 1.335
H -0.380 2.000 -0.261
H 1.015 3.189 0.284
H 2.575 1.623 -0.709
H 1.303 0.908 -1.717
H -0.644 -2.556 0.521
H -0.876 -1.148 1.517
H -3.126 -1.941 0.306
H -2.316 -1.630 -1.245
```

Partial atomic charges computed with the natural (NBO) method, in multiples of e: -0.636 -0.711 2.342 -0.930 -0.889 -0.768 -0.094 -0.405 -0.071 0.258 0.234 0.228 0.248 0.267 0.216 0.236 0.243 0.231

=====

Number 3 is which compound?
C2H7O5S

=====

electronic energy of number 1 (C42H27F5N2O9TeZr)?
-87566.5049 eV

=====

Look up the electronic energy of the third one.
-23250.2372 eV